(1)
Formula: C48H53IrN6O2P3S
Source: the OMol25 dataset
Level of theory: wB97M-V/def2-TZVPD

- multiplicity = 2
- LUMO level (spin up / spin down) (eV) = -5.67 / -5.50
- energy relative to the best compared isomer or geometry (same formula, charge and spin) (kJ/mol) = 0.0
- HOMO-LUMO gap (spin up / spin down) (eV) = 6.331 / 6.497
- total charge = +2
- <S²> = 0.756

Positions of all 114 atoms, in Å:
Ir: -0.074 1.111 -1.315
N: 0.405 2.959 1.772
C: -0.723 3.222 1.155
N: -1.762 3.731 1.874
C: -2.688 4.408 1.183
N: -3.675 5.019 1.845
N: -2.717 4.449 -0.161
C: -1.844 3.672 -0.764
N: -0.843 2.977 -0.169
C: -1.865 3.652 -2.244
C: -2.579 4.599 -2.959
C: -2.405 4.652 -4.335
C: -1.523 3.763 -4.930
C: -0.876 2.829 -4.134
N: -1.062 2.754 -2.822
H: 0.440 3.054 2.777
H: 1.119 2.392 1.291
H: -3.584 5.214 2.827
H: -4.325 5.572 1.311
H: -3.220 5.286 -2.430
H: -2.927 5.391 -4.926
H: -1.333 3.786 -5.993
H: -0.187 2.117 -4.568
O: 2.102 1.139 0.639
P: 2.589 0.154 1.666
C: 1.343 -1.110 2.079
P: -0.409 -0.670 1.871
O: -0.632 -0.170 0.449
C: -0.905 0.518 3.106
C: -1.993 1.300 2.760
C: -2.205 2.584 3.344
C: -1.417 2.818 4.526
C: -0.463 1.930 4.955
C: -0.148 0.769 4.243
C: -1.311 -2.189 2.183
C: -2.564 -2.118 2.796
C: -3.294 -3.273 3.017
C: -2.781 -4.504 2.635
C: -1.533 -4.583 2.033
C: -0.799 -3.430 1.809
C: 4.019 -0.767 1.095
C: 4.912 -0.108 0.252
C: 6.073 -0.742 -0.158
C: 6.350 -2.031 0.278
C: 5.469 -2.687 1.126
C: 4.306 -2.055 1.539
C: 3.116 0.999 3.162
C: 3.189 0.373 4.404
C: 3.641 1.074 5.509
C: 4.053 2.393 5.374
C: 4.022 3.009 4.132
C: 3.553 2.315 3.026
H: 1.523 -1.564 3.053
H: 1.480 -1.883 1.316
H: -2.575 1.060 1.876
H: -3.255 2.846 3.451
H: -1.580 3.737 5.073
H: 0.091 2.158 5.857
H: 0.638 0.112 4.572
H: -2.958 -1.162 3.112
H: -4.257 -3.215 3.505
H: -3.351 -5.405 2.813
H: -1.126 -5.544 1.749
H: 0.172 -3.510 1.340
H: 4.689 0.897 -0.086
H: 6.767 -0.231 -0.810
H: 7.256 -2.525 -0.042
H: 5.690 -3.688 1.470
H: 3.634 -2.574 2.212
H: 2.911 -0.667 4.520
H: 3.673 0.592 6.477
H: 4.414 2.935 6.237
H: 4.371 4.026 4.021
H: 3.527 2.795 2.056
C: -1.296 -0.516 -5.254
C: -0.354 -1.221 -4.269
C: 1.066 -0.730 -4.514
C: -0.377 -2.730 -4.556
P: -0.834 -0.872 -2.453
C: 0.042 -2.268 -1.659
C: -0.502 -3.543 -1.511
C: 0.289 -4.614 -1.123
C: 1.639 -4.428 -0.868
C: 2.185 -3.156 -0.971
C: 1.390 -2.085 -1.354
C: -2.715 -1.026 -2.251
C: -3.361 0.284 -2.731
C: -3.346 -2.188 -3.030
C: -3.063 -1.182 -0.767
H: -0.866 -0.596 -6.254
H: -1.429 0.540 -5.033
H: -2.276 -0.978 -5.295
H: 1.316 -0.914 -5.560
H: 1.796 -1.261 -3.901
H: 1.166 0.331 -4.328
H: -0.172 -2.862 -5.620
H: -1.338 -3.194 -4.350
H: 0.392 -3.263 -4.001
H: -1.543 -3.731 -1.716
H: -0.153 -5.597 -1.034
H: 2.260 -5.268 -0.586
H: 3.234 -2.995 -0.766
H: 1.834 -1.097 -1.432
H: -3.307 0.415 -3.809
H: -2.912 1.152 -2.253
H: -4.416 0.261 -2.454
H: -3.235 -2.090 -4.103
H: -4.416 -2.166 -2.812
H: -2.983 -3.168 -2.738
H: -2.762 -0.313 -0.192
H: -2.602 -2.058 -0.311
H: -4.147 -1.284 -0.690
S: 2.600 2.110 -3.082
C: 1.424 1.558 -2.272

***

(2)
Formula: C48H54BrClN3O5SSiTi
Source: the OMol25 dataset
Level of theory: wB97M-V/def2-TZVPD

- multiplicity = 1
- LUMO level (eV) = -3.11
- energy relative to the best compared isomer or geometry (same formula, charge and spin) (kJ/mol) = 0.0
- HOMO-LUMO gap (eV) = 7.266
- total charge = +1

Positions of all 115 atoms, in Å:
Ti: -0.211 -0.247 0.044
C: 2.073 0.584 2.835
O: 1.897 0.521 1.407
C: 3.001 0.782 0.641
C: 4.300 0.864 1.092
C: 5.315 1.056 0.154
Br: 7.093 1.181 0.759
C: 5.052 1.120 -1.196
C: 3.733 1.020 -1.644
C: 2.715 0.908 -0.708
O: 1.412 0.819 -1.061
C: 3.364 0.874 -3.059
N: 2.122 0.642 -3.418
C: 2.129 0.458 -4.795
C: 1.081 0.182 -5.672
C: 1.395 0.049 -7.009
C: 2.719 0.179 -7.465
C: 3.763 0.452 -6.601
C: 3.434 0.590 -5.257
N: 4.204 0.849 -4.123
H: 2.566 1.519 3.096
H: 2.672 -0.262 3.173
H: 1.081 0.547 3.265
H: 4.547 0.769 2.140
H: 5.874 1.217 -1.895
H: 1.377 0.750 -2.118
H: 0.063 0.092 -5.309
H: 0.610 -0.158 -7.724
H: 2.925 0.069 -8.522
H: 4.779 0.558 -6.958
H: 5.196 1.009 -4.102
C: -2.935 1.268 -2.999
C: -2.933 0.254 -3.952
C: -2.083 -0.830 -3.804
C: -1.249 -0.908 -2.692
C: -1.296 0.063 -1.696
C: -2.138 1.159 -1.870
C: -0.145 -1.887 -2.591
C: 0.100 -2.870 -3.576
C: 1.276 -3.544 -3.563
C: 2.239 -3.262 -2.565
C: 3.503 -3.897 -2.531
C: 4.389 -3.634 -1.526
C: 4.031 -2.725 -0.504
C: 2.812 -2.108 -0.516
C: 1.890 -2.346 -1.558
N: 0.684 -1.683 -1.587
H: -3.585 2.127 -3.119
H: -3.583 0.318 -4.817
H: -2.063 -1.596 -4.570
H: -2.208 1.915 -1.101
H: -0.641 -3.067 -4.336
H: 1.494 -4.292 -4.318
H: 3.750 -4.603 -3.316
H: 5.358 -4.117 -1.506
H: 4.724 -2.525 0.306
H: 2.539 -1.445 0.287
C: -1.382 4.091 0.606
C: -0.304 3.303 1.336
C: -0.178 3.736 2.791
C: 1.011 3.495 0.619
O: -0.687 1.865 1.316
Si: -1.917 1.172 2.248
S: -2.513 -0.303 0.924
O: -1.104 0.574 3.535
C: -1.489 -0.070 4.773
C: -2.505 -1.172 4.514
C: -0.214 -0.671 5.340
C: -2.048 0.989 5.713
O: -3.012 2.278 2.650
C: -4.454 2.444 2.750
C: -4.945 2.955 1.404
C: -4.688 3.473 3.838
C: -5.123 1.122 3.092
H: -1.222 5.158 0.771
H: -2.376 3.835 0.965
H: -1.330 3.907 -0.469
H: 0.084 4.795 2.827
H: 0.608 3.170 3.296
H: -1.114 3.604 3.340
H: 1.203 4.566 0.529
H: 0.968 3.077 -0.383
H: 1.841 3.054 1.166
H: -2.069 -1.984 3.926
H: -3.378 -0.802 3.977
H: -2.843 -1.587 5.466
H: 0.249 -1.335 4.606
H: -0.442 -1.258 6.231
H: 0.499 0.109 5.619
H: -3.057 1.291 5.425
H: -1.406 1.872 5.703
H: -2.090 0.601 6.733
H: -4.469 3.904 1.153
H: -6.025 3.119 1.438
H: -4.731 2.229 0.614
H: -4.269 4.438 3.547
H: -4.218 3.158 4.771
H: -5.759 3.598 4.014
H: -4.918 0.366 2.330
H: -6.204 1.266 3.146
H: -4.790 0.750 4.062
Cl: -1.648 -7.196 -1.595
C: -1.191 -5.741 -0.763
C: 0.125 -5.556 -0.375
C: 0.489 -4.373 0.253
C: -0.436 -3.362 0.508
C: 0.010 -2.056 1.122
C: -1.762 -3.599 0.144
C: -2.143 -4.774 -0.490
H: 0.859 -6.330 -0.565
H: 1.523 -4.239 0.551
H: 1.053 -2.110 1.435
H: -0.587 -1.812 2.001
H: -2.515 -2.854 0.350
H: -3.175 -4.938 -0.774

***

(3)
Formula: C48H54BrN8O7RbSSb
Source: the OMol25 dataset
Level of theory: wB97M-V/def2-TZVPD

- multiplicity = 1
- LUMO level (eV) = 0.69
- energy relative to the best compared isomer or geometry (same formula, charge and spin) (kJ/mol) = 97.8
- HOMO-LUMO gap (eV) = 6.336
- total charge = -1

Positions of all 121 atoms, in Å:
Rb: 0.280 0.132 0.043
O: -4.035 1.630 1.118
C: -4.578 2.472 0.231
C: -5.790 3.108 0.514
C: -6.371 3.958 -0.412
C: -5.755 4.192 -1.636
C: -4.544 3.575 -1.913
C: -3.947 2.721 -0.998
C: -2.622 2.030 -1.290
O: -1.946 1.599 -0.210
N: -2.973 0.898 -2.220
N: -2.076 0.018 -2.537
C: -2.321 -0.955 -3.338
C: -1.323 -1.959 -3.628
Br: 0.273 -1.762 -2.592
C: -1.532 -2.955 -4.504
C: -0.748 -4.105 -4.949
C: 0.623 -4.299 -4.746
C: 1.267 -5.413 -5.261
C: 0.570 -6.368 -5.984
C: -0.796 -6.209 -6.172
C: -1.437 -5.093 -5.669
H: -3.096 1.428 0.716
H: -6.269 2.908 1.465
H: -7.307 4.448 -0.174
H: -6.217 4.848 -2.363
H: -4.051 3.757 -2.864
H: -2.012 2.717 -1.915
H: -3.925 0.825 -2.564
H: -3.299 -1.084 -3.809
H: -2.516 -2.912 -4.965
H: 1.195 -3.579 -4.185
H: 2.331 -5.538 -5.096
H: 1.084 -7.225 -6.399
H: -1.358 -6.960 -6.714
H: -2.504 -4.978 -5.825
C: 3.768 -1.467 5.101
N: 3.114 -0.166 4.981
C: 3.809 0.992 5.520
C: 2.150 0.017 4.098
N: 1.302 0.180 3.325
H: 4.138 -1.579 6.119
H: 4.606 -1.570 4.406
H: 3.060 -2.268 4.904
H: 3.920 0.881 6.600
H: 3.233 1.893 5.314
H: 4.806 1.098 5.080
O: 4.771 -4.562 5.788
S: 5.616 -5.675 6.204
O: 4.907 -6.944 6.230
O: 6.868 -6.028 4.625
C: 6.350 -6.165 3.454
N: 6.698 -7.245 2.706
C: 6.117 -7.379 1.529
C: 5.180 -6.487 1.021
C: 4.902 -5.399 1.842
N: 5.493 -5.225 3.007
C: 3.881 -4.383 1.507
C: 3.091 -3.874 2.531
C: 2.102 -2.967 2.207
N: 1.881 -2.519 0.971
C: 2.672 -2.974 0.000
C: 3.670 -3.912 0.215
H: 6.402 -8.263 0.963
H: 4.661 -6.662 0.089
H: 3.285 -4.189 3.551
H: 1.447 -2.560 2.971
H: 2.518 -2.556 -0.989
H: 4.296 -4.245 -0.603
C: 0.890 4.996 4.009
C: 0.917 3.512 3.656
Sb: -0.600 2.695 2.274
C: -2.207 2.473 3.739
C: -2.071 3.227 5.057
C: -1.227 4.597 1.396
C: -2.177 5.474 2.206
H: 1.756 5.265 4.623
H: -0.006 5.257 4.572
H: 0.919 5.619 3.113
H: 0.854 2.908 4.565
H: 1.871 3.265 3.180
H: -2.264 1.399 3.926
H: -3.125 2.752 3.223
H: -1.172 2.927 5.598
H: -2.929 3.018 5.702
H: -2.031 4.305 4.900
H: -1.699 4.316 0.453
H: -0.312 5.143 1.153
H: -3.079 4.923 2.479
H: -2.488 6.345 1.623
H: -1.707 5.837 3.120
C: 1.572 0.567 -5.742
O: 2.941 0.881 -5.500
C: 3.676 -0.083 -4.858
C: 3.749 -1.395 -5.289
C: 4.558 -2.299 -4.620
C: 5.303 -1.888 -3.526
C: 5.244 -0.573 -3.101
C: 4.426 0.337 -3.758
N: 4.424 1.715 -3.474
C: 4.729 2.375 -2.348
C: 4.627 1.989 -1.021
C: 5.401 2.714 -0.057
C: 5.358 2.423 1.264
C: 4.511 1.372 1.726
C: 3.702 0.700 0.875
C: 3.647 1.005 -0.536
O: 2.774 0.510 -1.271
H: 1.454 -0.362 -6.303
H: 1.172 1.390 -6.331
H: 1.022 0.486 -4.801
H: 3.170 -1.713 -6.147
H: 4.609 -3.326 -4.959
H: 5.940 -2.588 -3.002
H: 5.842 -0.245 -2.262
H: 4.186 2.274 -4.281
H: 5.122 3.370 -2.539
H: 6.070 3.486 -0.421
H: 5.973 2.965 1.971
H: 4.505 1.121 2.780
H: 3.055 -0.099 1.215

***

(4)
Formula: C48H55N4O6S2Sb2ScSe2
Source: the OMol25 dataset
Level of theory: wB97M-V/def2-TZVPD

- multiplicity = 1
- LUMO level (eV) = 3.87
- energy relative to the best compared isomer or geometry (same formula, charge and spin) (kJ/mol) = 161.4
- HOMO-LUMO gap (eV) = 6.113
- total charge = -2

Positions of all 120 atoms, in Å:
Sc: -0.687 -1.530 -0.114
O: -5.209 -0.928 -0.835
C: -4.663 -1.341 0.391
C: -4.569 -2.869 0.556
C: -6.011 -3.432 0.652
O: -6.727 -3.016 1.797
C: -3.861 -3.160 1.881
Se: -1.862 -3.154 1.885
C: -3.898 -3.604 -0.612
Se: -2.534 -2.638 -1.747
H: -4.583 -1.222 -1.518
H: -5.337 -0.958 1.164
H: -3.659 -0.907 0.545
H: -5.979 -4.534 0.625
H: -6.591 -3.074 -0.202
H: -6.116 -3.047 2.543
H: -4.129 -4.156 2.248
H: -4.126 -2.406 2.627
H: -4.645 -3.934 -1.336
H: -3.381 -4.485 -0.226
C: 1.214 -3.823 -1.849
N: 1.021 -3.010 -0.659
C: 2.027 -2.849 0.135
C: 1.891 -2.129 1.351
C: 2.658 -2.197 2.526
C: 1.954 -1.502 3.496
C: 0.817 -1.002 2.864
N: 0.766 -1.362 1.576
C: 0.895 -5.276 -1.614
C: -0.193 -5.636 -0.829
C: -0.523 -6.966 -0.657
C: 0.229 -7.954 -1.269
C: 1.315 -7.605 -2.052
C: 1.649 -6.272 -2.224
H: 2.228 -3.712 -2.260
H: 0.517 -3.451 -2.614
H: 3.003 -3.312 -0.084
H: 3.582 -2.734 2.654
H: 2.224 -1.356 4.528
H: 0.027 -0.411 3.304
H: -0.782 -4.861 -0.358
H: -1.374 -7.235 -0.048
H: -0.036 -8.997 -1.146
H: 1.902 -8.378 -2.531
H: 2.491 -5.996 -2.845
C: -1.799 1.981 -5.901
Sb: -1.130 1.000 -4.030
C: -1.272 -0.933 -4.994
C: -3.209 0.827 -3.424
H: -2.622 1.433 -6.349
H: -0.979 2.011 -6.610
H: -2.119 3.000 -5.706
H: -2.088 -0.936 -5.714
H: -1.450 -1.689 -4.236
H: -0.338 -1.160 -5.492
H: -3.806 0.474 -4.259
H: -3.606 1.768 -3.057
H: -3.260 0.088 -2.633
C: 3.363 4.329 1.925
C: 2.484 4.701 0.769
C: 2.818 5.846 0.051
C: 2.085 6.272 -1.039
C: 0.985 5.534 -1.432
C: 0.643 4.395 -0.725
C: 1.364 3.960 0.385
Sb: 0.517 2.040 1.204
C: 2.194 1.624 2.585
C: 3.252 1.047 1.899
C: 4.408 0.654 2.546
C: 4.519 0.851 3.909
C: 3.471 1.430 4.601
C: 2.297 1.808 3.961
C: 1.175 2.395 4.764
C: -0.830 3.219 2.535
C: -0.554 4.572 2.690
C: -1.356 5.404 3.450
C: -2.489 4.889 4.058
C: -2.792 3.554 3.888
C: -1.976 2.701 3.144
C: -2.378 1.258 3.091
H: 4.004 5.164 2.209
H: 3.998 3.485 1.657
H: 2.769 4.033 2.783
H: 3.679 6.425 0.360
H: 2.383 7.161 -1.582
H: 0.402 5.841 -2.290
H: -0.207 3.821 -1.063
H: 3.169 0.900 0.827
H: 5.212 0.192 1.989
H: 5.409 0.543 4.438
H: 3.570 1.589 5.667
H: 1.398 2.364 5.829
H: 0.255 1.844 4.581
H: 0.990 3.431 4.485
H: 0.316 4.988 2.202
H: -1.097 6.449 3.564
H: -3.135 5.526 4.648
H: -3.685 3.144 4.343
H: -3.459 1.174 2.967
H: -2.121 0.764 4.031
H: -1.901 0.708 2.277
O: -1.381 2.121 -1.263
S: -2.399 1.302 -0.541
N: -1.902 0.123 0.193
O: 3.182 -2.503 -4.048
S: 2.365 -1.322 -4.207
O: 1.994 -1.019 -5.568
N: 1.092 -1.339 -3.203
C: 1.155 -0.375 -2.328
O: 0.368 -0.242 -1.360
C: 2.301 0.560 -2.525
C: 2.547 1.736 -1.844
C: 3.729 2.415 -2.106
C: 4.639 1.921 -3.031
C: 4.358 0.765 -3.755
C: 3.181 0.106 -3.488
H: 1.812 2.109 -1.153
H: 3.945 3.332 -1.575
H: 5.571 2.444 -3.203
H: 5.041 0.384 -4.500